{
  "formula": "C14H21N6O2ReS6Sb",
  "method": "ωB97M-V/def2-TZVPD",
  "elements": ["Re", "S", "Sb", "S", "S", "S", "N", "C", "C", "C", "C", "C", "C", "S", "O", "O", "N", "C", "S", "C", "C", "N", "H", "H", "H", "H", "H", "H", "H", "H", "C", "N", "C", "C", "N", "N", "C", "C", "H", "H", "H", "H", "H", "H", "H", "H", "H", "H", "H", "H", "H"],
  "positions_angstrom": [[-0.269208, 0.334179, 0.377957], [1.084451, 3.674067, 3.912920], [-0.819863, 2.538044, 2.950424], [-0.171546, 0.158165, 2.533934], [-0.550353, 2.494110, 0.454935], [-2.855166, 2.806544, 3.649767], [5.797841, 7.125227, 0.994726], [5.209673, 5.991092, 1.367492], [5.895242, 5.059074, 2.186972], [5.295614, 3.902013, 2.578340], [3.969996, 3.624335, 2.150379], [3.276280, 4.537178, 1.317484], [3.885097, 5.692736, 0.938262], [3.294240, 2.208564, 2.704903], [2.230057, 2.459523, 3.891274], [4.219895, 1.285411, 3.262482], [2.260127, 1.609307, 1.632610], [2.643909, 0.749163, 0.724710], [4.222532, 0.232625, 0.281567], [3.569171, -0.854500, -0.899000], [2.239170, -0.831277, -0.932244], [1.660903, 0.078455, -0.016500], [6.732634, 7.353465, 1.290868], [5.320216, 7.804972, 0.427624], [6.905113, 5.275915, 2.510567], [5.824115, 3.204647, 3.214056], [2.275727, 4.320973, 0.967954], [3.363046, 6.396567, 0.302939], [4.222567, -1.473618, -1.495942], [1.609695, -1.449751, -1.550853], [-3.032177, 0.925436, -3.290929], [-2.307594, 0.142237, -2.265880], [-0.883379, -0.021875, -2.476569], [-2.857049, -0.250816, -1.114206], [-2.009942, -0.438798, -0.023791], [-4.142460, -0.449745, -0.937490], [-4.739492, -0.486174, 0.411913], [-5.056013, -0.835936, -2.036202], [-2.391446, 1.751292, -3.594479], [-3.940156, 1.339466, -2.866200], [-3.267170, 0.314244, -4.159673], [-0.645409, 0.161159, -3.522198], [-0.564135, -1.036785, -2.245957], [-0.295030, 0.759660, -1.928004], [-2.422564, -1.005619, 0.707693], [-4.252686, 0.231831, 1.068318], [-4.693917, -1.492696, 0.832441], [-5.785178, -0.207029, 0.314980], [-4.489897, -1.154682, -2.905107], [-5.725255, -0.017043, -2.291289], [-5.644629, -1.679633, -1.681980]],
  "forces_ev_per_angstrom": [[0.273, 0.635, 0.677], [0.168, 0.132, 0.011], [-0.123, 0.041, 0.042], [0.055, -0.138, -0.603], [0.074, -0.455, -0.133], [-0.121, 0.168, 0.125], [-0.036, -0.072, 0.037], [0.002, 0.123, -0.068], [0.065, -0.029, 0.054], [-0.151, 0.110, 0.026], [0.155, 0.289, -0.172], [0.107, -0.067, 0.045], [-0.014, 0.038, -0.017], [0.142, -0.396, 0.158], [-0.089, -0.058, 0.244], [-0.128, 0.080, -0.118], [-0.097, 0.103, 0.009], [-0.266, -0.359, -0.319], [0.044, 0.035, 0.021], [0.204, -0.051, -0.001], [-0.256, 0.237, 0.270], [0.134, -0.096, -0.183], [0.019, -0.003, 0.014], [-0.012, 0.018, -0.023], [-0.007, -0.003, -0.017], [-0.020, -0.028, -0.013], [-0.013, -0.033, 0.024], [0.024, -0.009, -0.003], [0.001, 0.024, 0.022], [-0.029, 0.028, -0.019], [0.041, -0.035, 0.133], [-0.154, 0.075, -0.113], [0.039, 0.043, 0.173], [0.293, 0.027, 0.192], [-0.010, -0.172, -0.366], [-0.283, -0.089, -0.080], [0.025, -0.034, -0.134], [0.079, -0.008, 0.113], [0.000, 0.000, -0.002], [-0.015, -0.001, 0.000], [-0.002, 0.011, -0.017], [0.002, 0.038, -0.006], [0.029, 0.001, 0.049], [-0.018, -0.143, -0.070], [-0.085, -0.003, 0.011], [-0.002, 0.016, 0.001], [-0.005, -0.009, -0.001], [-0.005, 0.017, 0.013], [-0.010, 0.008, 0.011], [-0.010, 0.000, -0.006], [-0.016, -0.006, 0.004]],
  "nbo_charge": [0.92, 0.35, 1.16, 0.07, -0.09, -0.41, -0.70, 0.28, -0.26, -0.12, -0.51, -0.15, -0.26, 2.29, -0.83, -0.83, -0.87, 0.28, 0.56, -0.35, -0.08, -0.58, 0.43, 0.42, 0.25, 0.27, 0.23, 0.24, 0.30, 0.24, -0.41, -0.39, -0.42, 0.69, -0.83, -0.34, -0.44, -0.42, 0.23, 0.24, 0.24, 0.29, 0.23, 0.18, 0.44, 0.23, 0.23, 0.26, 0.23, 0.24, 0.25],
  "de_lowest_ev": 0.876,
  "total_charge": 3,
  "orbital_gap_ev": 4.6,
  "e_homo_ev": -16.00
}

=====

{
  "formula": "C14H21N6OPtS",
  "method": "ωB97M-V/def2-TZVPD",
  "elements": ["Pt", "C", "C", "N", "N", "C", "N", "S", "C", "C", "C", "C", "C", "N", "H", "H", "H", "H", "H", "H", "H", "H", "H", "C", "N", "C", "C", "C", "N", "C", "C", "O", "H", "H", "H", "H", "H", "H", "H", "H", "H", "H", "H", "H"],
  "positions_angstrom": [[-0.030300, -0.048400, -0.006200], [-1.352100, 3.953700, 0.107400], [-1.252700, 2.472800, 0.049500], [-0.022000, 1.863600, 0.024200], [1.080500, 2.585500, 0.006300], [2.210300, 1.936400, -0.023900], [3.377100, 2.592800, -0.088300], [2.261300, 0.169900, 0.000900], [-2.335000, 1.591700, 0.020700], [-3.703900, 1.975900, 0.021700], [-4.680800, 1.023100, -0.012800], [-4.321300, -0.341100, -0.044700], [-2.987400, -0.673100, -0.041600], [-2.015600, 0.235000, -0.011000], [-0.353600, 4.380600, 0.135600], [-1.899400, 4.263100, 0.997100], [-1.880000, 4.333400, -0.766500], [3.381800, 3.598400, -0.103200], [4.242900, 2.084300, -0.066000], [-3.951400, 3.024200, 0.052200], [-5.722700, 1.298400, -0.012800], [-5.074500, -1.109300, -0.065300], [-2.666000, -1.707200, -0.062000], [-1.114200, -3.327300, 2.165100], [-0.534600, -4.040500, 1.047300], [-0.620700, -5.487000, 1.076500], [0.486600, -6.096000, 0.229900], [0.449000, -5.469500, -1.156000], [0.472400, -4.023100, -1.056200], [0.961600, -3.293800, -2.206400], [-0.101600, -3.361900, -0.033700], [-0.257200, -2.119000, -0.084000], [-2.206900, -3.335500, 2.123400], [-0.769100, -2.292900, 2.158800], [-0.792300, -3.800400, 3.091900], [-1.604800, -5.808400, 0.708800], [-0.523800, -5.813200, 2.114500], [0.346600, -7.173900, 0.154600], [1.454100, -5.901700, 0.695900], [-0.451200, -5.791000, -1.697200], [1.321100, -5.784400, -1.734000], [0.236900, -3.304300, -3.025000], [1.889500, -3.752100, -2.547100], [1.161500, -2.259600, -1.925400]],
  "forces_ev_per_angstrom": [[0.940, -0.699, -0.068], [-0.047, -0.045, -0.042], [4.575, 0.201, 0.025], [-3.150, 0.869, 0.045], [0.409, 1.837, 0.001], [0.150, -1.414, -0.046], [-0.602, -0.055, 0.077], [0.138, 0.092, -0.012], [-2.464, -2.643, -0.029], [1.739, 0.251, 0.021], [-0.073, -1.511, -0.031], [-0.405, 1.155, 0.041], [0.157, -0.249, 0.004], [-1.097, 1.638, 0.026], [-0.096, 0.005, -0.008], [-0.057, 0.037, 0.052], [-0.050, 0.071, -0.054], [0.025, 0.012, 0.022], [-0.024, 0.022, -0.022], [0.001, 0.127, -0.005], [-0.112, 0.085, 0.000], [-0.063, -0.119, -0.019], [0.061, 0.088, -0.015], [-0.042, 0.360, 0.061], [0.071, 0.043, 0.031], [0.144, -0.420, -0.134], [-0.191, 0.139, -0.091], [0.012, -0.424, 0.183], [0.015, 0.090, 0.148], [0.025, 0.385, -0.128], [0.160, -0.013, -0.008], [-0.077, 0.347, -0.026], [-0.017, -0.025, 0.044], [-0.075, -0.165, 0.062], [-0.032, 0.002, -0.007], [0.077, -0.018, 0.094], [-0.063, 0.047, -0.086], [0.037, 0.022, 0.015], [-0.003, -0.022, -0.004], [0.118, -0.002, 0.000], [-0.114, 0.055, 0.009], [0.029, -0.009, -0.004], [-0.028, 0.004, -0.001], [-0.003, -0.152, -0.122]],
  "nbo_charge": [0.78, -0.68, 0.19, -0.14, -0.42, 0.33, -0.75, -0.21, 0.16, -0.21, -0.13, -0.24, 0.07, -0.45, 0.27, 0.24, 0.24, 0.42, 0.42, 0.24, 0.24, 0.24, 0.22, -0.41, -0.42, -0.21, -0.42, -0.21, -0.41, -0.41, 0.83, -0.77, 0.19, 0.23, 0.22, 0.19, 0.22, 0.24, 0.22, 0.20, 0.22, 0.20, 0.21, 0.24],
  "de_lowest_ev": 0.511,
  "total_charge": 1,
  "orbital_gap_ev": 6.7,
  "e_homo_ev": -10.69
}

=====

no.,maximum force (eV/A)
1,1.0
2,4.6